Entry 1:
A structure of composition C46H45BBaN11O2S3, computed with ωB97M-V with the def2-TZVPD basis set.

Each line ends with the Löwdin charge.
CARTESIAN COORDINATES (ANGSTROEM)
Ba 0.1926 0.0704 0.0456  1.59
C 4.8445 1.0340 2.4223  -0.08
C 4.1575 1.2933 3.6079  -0.08
C 2.8108 1.5813 3.5636  -0.02
C 2.1814 1.6307 2.3128  -0.39
N 2.8363 1.3717 1.1697  0.08
C 4.1351 1.0721 1.2370  -0.13
N 0.8110 1.7862 2.2129  0.05
C 0.2685 2.6300 1.3852  -0.44
N -0.9210 2.3263 0.8281  -0.05
C -1.1302 3.1331 -0.2620  -0.33
N -2.0957 2.8488 -1.0539  0.17
C -2.3727 3.5143 -2.2398  -0.34
C -3.7185 3.8075 -2.5142  -0.02
C -4.0418 4.3828 -3.7229  -0.09
C -3.0312 4.6395 -4.6452  -0.09
C -1.7363 4.3105 -4.2870  -0.15
N -1.4034 3.7686 -3.1169  0.12
C -0.0547 4.1921 -0.2845  -0.07
C 0.1556 5.3432 -1.0226  -0.01
C 1.2480 6.1424 -0.6983  -0.07
C 2.1119 5.8047 0.3387  -0.08
C 1.9017 4.6484 1.0814  -0.03
C 0.8196 3.8576 0.7464  -0.11
H 5.8954 0.7803 2.4195  0.10
H 4.6745 1.2526 4.5590  0.10
H 2.2223 1.7546 4.4533  0.11
H 4.6107 0.8353 0.2914  0.10
H -4.4694 3.5623 -1.7754  0.10
H -5.0728 4.6196 -3.9567  0.10
H -3.2449 5.0712 -5.6134  0.09
H -0.9114 4.4785 -4.9723  0.10
H -0.4989 5.6177 -1.8365  0.10
H 1.4276 7.0473 -1.2656  0.10
H 2.9523 6.4483 0.5668  0.10
H 2.5656 4.3720 1.8911  0.12
C 3.2985 3.1228 -1.7494  -0.05
N 3.6468 1.8416 -2.3229  -0.12
C 4.9219 1.3155 -2.3966  -0.08
C 4.8023 0.1152 -3.0016  -0.08
N 3.4778 -0.0916 -3.3063  -0.02
B 3.0370 -1.3068 -4.1723  -0.47
N 1.8203 -2.0782 -3.5751  -0.01
C 0.8611 -2.6281 -4.3948  -0.08
C 0.0145 -3.3527 -3.6350  -0.07
N 0.4526 -3.2353 -2.3344  -0.12
C -0.1695 -3.8784 -1.1953  -0.04
C 1.5630 -2.4452 -2.3030  -0.75
S 2.4406 -2.0436 -0.8926  0.50
C 2.7663 0.9667 -2.8812  -0.76
S 1.0871 1.2545 -2.9907  0.55
H 4.1670 3.7776 -1.8090  0.09
H 2.9917 3.0036 -0.7119  0.05
H 2.4678 3.5483 -2.3098  0.06
H 5.7786 1.8421 -2.0158  0.11
H 5.5437 -0.6257 -3.2377  0.11
H 2.6965 -0.9233 -5.2714  0.07
H 3.9949 -2.0477 -4.2318  0.07
H 0.8699 -2.4422 -5.4536  0.11
H -0.8637 -3.9185 -3.8912  0.12
H -1.2509 -3.8512 -1.3207  0.09
H 0.0850 -3.3418 -0.2859  0.01
H 0.1659 -4.9132 -1.1062  0.10
C 4.1513 -4.7900 5.8580  -0.05
C 4.1949 -6.2945 5.8835  -0.75
O 4.9866 -6.9267 6.5364  -0.02
S 3.0126 -7.2013 4.8988  1.01
C 2.0377 -5.9369 4.1229  -0.58
C 0.8829 -5.4664 4.7403  -0.12
C 0.1298 -4.4693 4.1447  -0.04
C 0.5101 -3.9202 2.9141  -0.26
C 1.6666 -4.4167 2.2925  -0.02
C 2.4153 -5.4155 2.8879  -0.10
C -0.2345 -2.8769 2.2828  -0.23
C -0.7762 -1.9666 1.6583  -0.22
H 4.2434 -4.4176 4.8382  0.08
H 4.9640 -4.4169 6.4765  0.08
H 3.1928 -4.4340 6.2365  0.08
H 0.5822 -5.8820 5.6944  0.10
H -0.7647 -4.0975 4.6272  0.11
H 1.9723 -3.9903 1.3433  0.07
H 3.3080 -5.7887 2.4007  0.11
C -3.5255 0.5562 2.3968  -0.07
C -4.2448 1.0494 1.1517  -0.21
N -5.2672 0.1219 0.6564  -0.05
C -6.4527 -0.0468 1.4914  -0.21
C -6.5184 -1.4237 2.1372  -0.07
C -5.3082 -0.4596 -0.5666  -0.41
O -6.3231 -1.0108 -0.9866  0.04
C -4.0821 -0.4654 -1.4328  -0.11
C -4.2358 -0.2286 -2.7928  0.00
C -3.1269 -0.2759 -3.6174  -0.03
C -1.8934 -0.5754 -3.0606  -0.16
N -1.7398 -0.8501 -1.7643  -0.05
C -2.8158 -0.8004 -0.9734  -0.13
H -2.7530 1.2753 2.6715  0.07
H -3.0303 -0.4023 2.2374  0.04
H -4.2176 0.4501 3.2365  0.07
H -3.5437 1.2878 0.3556  0.08
H -4.7558 1.9920 1.3788  0.12
H -7.3389 0.1169 0.8765  0.11
H -6.4191 0.7316 2.2548  0.11
H -6.5652 -2.1936 1.3680  0.07
H -7.4096 -1.5080 2.7625  0.07
H -5.6396 -1.6032 2.7575  0.07
H -5.2224 -0.0074 -3.1794  0.12
H -3.2048 -0.0714 -4.6765  0.11
H -0.9876 -0.5806 -3.6569  0.06
H -2.6404 -1.0637 0.0681  0.07

* total charge: -1
* E_HOMO: -0.186 Ha
* E_LUMO: 1.777 eV



Entry 2:
A structure of composition C46H45BN7O6S2SbTi, computed with ωB97M-V with the def2-TZVPD basis set.

Each line ends with the Löwdin charge.
CARTESIAN COORDINATES (ANGSTROEM)
Ti 0.8835 -0.8667 0.2064  0.83
O 2.5117 -1.4108 -0.6919  -0.27
C 3.7753 -1.1760 -0.5999  -0.36
C 4.6288 -1.5390 -1.6593  -0.01
C 5.9930 -1.3638 -1.5608  -0.12
C 6.5667 -0.8091 -0.4187  -0.13
C 5.7437 -0.4041 0.6131  -0.06
C 4.3554 -0.5595 0.5481  -0.14
C 3.5519 -0.0095 1.6047  -0.06
N 2.2740 0.0446 1.5970  -0.07
N 1.7017 0.7709 2.6263  0.10
C 0.4480 1.0270 2.3558  -0.46
O -0.2001 0.6550 1.3049  -0.25
C -0.2840 1.8189 3.3760  -0.12
C -1.4201 2.5506 3.0231  -0.02
C -2.1065 3.2789 3.9794  -0.09
C -1.6720 3.2867 5.2986  -0.11
C -0.5368 2.5731 5.6517  -0.10
C 0.1594 1.8493 4.6983  -0.04
H 4.1735 -1.9772 -2.5379  0.12
H 6.6272 -1.6611 -2.3893  0.09
H 7.6400 -0.6779 -0.3523  0.08
H 6.1683 0.0574 1.4991  0.10
H 4.0666 0.4731 2.4321  0.13
H -1.7344 2.5716 1.9856  0.10
H -2.9832 3.8474 3.6920  0.10
H -2.2166 3.8487 6.0488  0.09
H -0.1946 2.5742 6.6804  0.09
H 1.0418 1.2831 4.9599  0.11
C 6.5090 -5.1170 -0.0914  -0.10
C 5.8206 -5.2482 1.2672  -0.26
C 4.3486 -5.0118 1.1585  -0.63
N 3.8304 -3.8347 1.2332  0.04
N 2.5064 -3.7927 0.9753  0.03
C 1.9822 -4.9527 0.7541  -0.68
N 0.6355 -5.1624 0.5983  0.10
S 3.1672 -6.2494 0.7934  1.03
H 7.5872 -5.2733 -0.0046  0.06
H 6.3332 -4.1216 -0.4995  0.06
H 6.1140 -5.8464 -0.8018  0.07
H 6.2081 -4.4949 1.9546  0.11
H 6.0188 -6.2289 1.7076  0.09
H 0.1656 -4.2639 0.5375  0.06
H 0.3854 -5.7400 -0.1935  0.06
S 1.0536 0.9143 -1.1779  0.25
Sb -1.3279 2.1209 -1.7325  1.38
C -3.4496 2.5961 -2.3832  -0.33
C -3.9861 1.4224 -2.9076  -0.17
C -5.2887 1.3697 -3.3850  -0.11
C -6.0927 2.4998 -3.3436  -0.13
C -5.5836 3.6722 -2.8073  -0.12
C -4.2772 3.7155 -2.3279  -0.14
C -0.9286 1.8239 -3.8447  -0.35
C -1.3462 2.7674 -4.7786  -0.13
C -1.1098 2.5879 -6.1352  -0.11
C -0.4577 1.4465 -6.5821  -0.12
C -0.0414 0.4951 -5.6627  -0.10
C -0.2687 0.6858 -4.3046  -0.13
C -0.6001 4.1233 -1.8299  -0.38
C -1.4355 5.2229 -1.6558  -0.13
C -0.9413 6.5206 -1.7271  -0.11
C 0.4084 6.7377 -1.9661  -0.13
C 1.2549 5.6508 -2.1214  -0.11
C 0.7568 4.3555 -2.0509  -0.14
H -3.3757 0.5213 -2.9487  0.09
H -5.6749 0.4409 -3.7928  0.09
H -7.1089 2.4633 -3.7202  0.08
H -6.2037 4.5628 -2.7596  0.09
H -3.9323 4.6458 -1.9002  0.05
H -1.8692 3.6590 -4.4482  0.09
H -1.4410 3.3405 -6.8436  0.09
H -0.2759 1.3005 -7.6416  0.09
H 0.4648 -0.4043 -5.9960  0.10
H 0.0776 -0.0540 -3.5918  0.06
H -2.4806 5.0753 -1.4529  0.04
H -1.6146 7.3612 -1.5923  0.09
H 0.7998 7.7475 -2.0217  0.09
H 2.3138 5.8072 -2.2979  0.09
H 1.4274 3.5105 -2.1669  0.05
O -2.5204 -2.3552 2.3546  0.05
C -2.1431 -1.9353 3.5819  -0.26
C -3.1369 -1.6314 4.5139  -0.03
C -2.7981 -1.2497 5.7994  -0.10
C -1.4647 -1.1829 6.1848  -0.11
C -0.4827 -1.4920 5.2600  -0.03
C -0.7976 -1.8463 3.9532  -0.06
C 0.3317 -2.1243 2.9910  -0.56
O 1.4413 -2.3820 3.4093  0.06
O -0.0121 -2.0169 1.7316  -0.19
H -1.6885 -2.3640 1.8158  0.08
H -4.1711 -1.7059 4.1977  0.11
H -3.5810 -1.0031 6.5077  0.09
H -1.1979 -0.8820 7.1905  0.09
H 0.5689 -1.4470 5.5152  0.12
B -0.8789 -4.5297 -2.6534  -0.43
C -0.3183 -3.3255 -1.7934  -0.19
N 0.0616 -2.4885 -1.0992  0.08
H -0.7946 -4.2547 -3.8269  -0.01
H -2.0290 -4.7029 -2.3105  -0.01
H -0.1923 -5.5041 -2.3891  -0.02
C -4.3458 -1.1884 -0.3173  0.00
C -3.0287 -0.5056 -0.0454  -0.62
N -3.0252 0.4419 0.9246  0.17
O -2.0156 -0.7503 -0.6813  -0.06
H -5.0991 -0.4557 -0.6127  0.07
H -4.6781 -1.7009 0.5869  0.07
H -4.2085 -1.9136 -1.1163  0.09
H -3.7346 0.3975 1.6358  0.10
H -2.0802 0.6749 1.2296  0.04

* total charge: -2
* E_HOMO: -0.054 Ha
* E_LUMO: 3.837 eV



Entry 3:
A structure of composition C46H45FN10O3RbSe, computed with ωB97M-V with the def2-TZVPD basis set.

Each line ends with the Löwdin charge.
CARTESIAN COORDINATES (ANGSTROEM)
Rb -0.1251 0.7989 -1.3288  0.93
N -0.5493 2.0653 -6.2946  0.12
C -0.3114 1.7825 -4.9956  -0.22
N -0.9672 0.9446 -4.2697  0.10
C -2.0128 0.2333 -4.8673  -0.30
N -2.7286 -0.6276 -4.2425  0.08
N -2.3496 -0.8423 -2.9150  0.02
C -3.3471 -0.7963 -2.1285  -0.10
C -3.2144 -1.0861 -0.6825  -0.27
C -4.3311 -0.9362 0.1297  -0.02
C -4.2254 -1.2341 1.4793  -0.05
C -3.0087 -1.6768 1.9627  -0.06
C -1.9492 -1.7875 1.0737  -0.14
N -2.0339 -1.5040 -0.2191  0.11
C -2.3701 0.5345 -6.2711  -0.10
C -3.4572 -0.0595 -6.9160  -0.03
C -3.7745 0.2819 -8.2154  -0.07
C -3.0100 1.2319 -8.8950  -0.07
C -1.9335 1.8330 -8.2763  -0.02
C -1.6195 1.4773 -6.9652  -0.20
H -0.0238 2.8024 -6.7307  0.15
H 0.4939 2.3479 -4.5481  0.07
H -4.3464 -0.5623 -2.5029  0.11
H -5.2632 -0.5934 -0.3025  0.11
H -5.0798 -1.1243 2.1355  0.11
H -2.8713 -1.9275 3.0067  0.10
H -0.9776 -2.1253 1.4226  0.11
H -4.0373 -0.7888 -6.3657  0.12
H -4.6171 -0.1857 -8.7087  0.11
H -3.2594 1.5015 -9.9139  0.11
H -1.3307 2.5700 -8.7957  0.12
C 2.7248 3.6932 -1.0664  -0.03
C 2.9579 2.3849 -1.7754  -0.29
C 2.7131 2.2517 -3.1402  -0.08
C 2.8992 1.0370 -3.7904  -0.10
C 3.3352 -0.0726 -3.0807  -0.09
C 3.5870 0.0484 -1.7200  -0.09
C 3.4013 1.2631 -1.0770  -0.07
H 1.9928 3.5700 -0.2656  0.06
H 2.3515 4.4517 -1.7543  0.07
H 3.6535 4.0629 -0.6243  0.09
H 2.3760 3.1234 -3.6923  0.10
H 2.7037 0.9554 -4.8535  0.10
H 3.4777 -1.0215 -3.5822  0.10
H 3.9173 -0.8140 -1.1536  0.10
H 3.5706 1.3422 -0.0081  0.12
F 4.3466 -3.8181 2.4957  0.06
C 3.5278 -2.8468 2.9642  -0.20
C 2.7792 -2.1082 2.0967  0.09
C 1.9030 -1.1399 2.5925  -0.04
C 1.1360 -0.3186 1.6330  -0.33
O 1.2141 -0.5091 0.4169  -0.12
C 0.3010 0.6951 2.2363  -0.04
C 0.2217 0.7939 3.5765  0.05
N 0.9017 -0.0053 4.4633  0.00
C 0.7756 0.2423 5.8778  -0.27
C -0.5963 0.4434 6.4413  -0.08
C 0.1574 -0.8178 6.7443  -0.10
C 1.7883 -0.9472 3.9791  -0.11
C 2.6030 -1.6967 4.8446  0.07
C 3.4736 -2.6412 4.3464  -0.17
N 4.2753 -3.3921 5.2668  -0.10
C 3.6453 -4.5788 5.8159  -0.14
C 4.3390 -4.9706 7.1035  -0.08
N 5.8118 -5.1675 6.8248  0.06
C 6.4356 -3.9440 6.1885  -0.08
C 5.6659 -3.6280 4.9232  -0.15
C -0.4822 1.6249 1.3190  -0.77
O -1.6763 1.3217 1.1118  -0.05
O 0.1968 2.5217 0.7748  -0.09
H 2.8364 -2.2628 1.0253  0.14
H -0.4158 1.5346 4.0426  0.15
H 1.5784 0.8345 6.3037  0.15
H -1.4317 0.3643 5.7584  0.11
H -0.7074 1.1835 7.2206  0.11
H -0.1768 -1.7166 6.2423  0.11
H 0.5597 -0.9557 7.7392  0.10
H 2.5786 -1.5259 5.9119  0.12
H 3.6631 -5.4264 5.1103  0.14
H 2.6010 -4.3723 6.0409  0.14
H 3.9589 -5.8993 7.5212  0.14
H 4.2766 -4.1745 7.8407  0.14
H 5.9252 -5.9583 6.1905  0.18
H 6.3032 -5.4093 7.6829  0.18
H 7.4807 -4.1765 5.9966  0.14
H 6.3549 -3.1439 6.9201  0.14
H 5.8017 -4.4467 4.2024  0.13
H 6.0936 -2.7345 4.4705  0.15
C -2.6255 3.8410 -0.9205  -0.01
N -2.9922 3.5375 -2.2940  -0.06
C -2.3151 3.9128 -3.4005  -0.77
Se -0.7654 4.8958 -3.5064  0.62
N -2.9926 3.3920 -4.4559  0.12
C -4.1325 2.7172 -4.0355  -0.17
C -5.1365 2.0492 -4.7148  -0.01
C -6.1569 1.5043 -3.9470  -0.08
C -6.1642 1.6193 -2.5549  -0.10
C -5.1420 2.2708 -1.8769  -0.01
C -4.1301 2.8166 -2.6497  -0.15
H -1.7594 4.4939 -0.9372  0.05
H -2.3818 2.9263 -0.3823  0.07
H -3.4596 4.3481 -0.4337  0.10
H -2.6902 3.5509 -5.4001  0.14
H -5.1276 1.9569 -5.7941  0.11
H -6.9661 0.9798 -4.4393  0.11
H -6.9847 1.1876 -1.9936  0.11
H -5.1318 2.3494 -0.7963  0.12

* total charge: +1
* E_HOMO: -0.318 Ha
* E_LUMO: -3.143 eV



Entry 4:
A structure of composition C46H45FN3O4RbS3, computed with ωB97M-V with the def2-TZVPD basis set.

Each line ends with the Löwdin charge.
CARTESIAN COORDINATES (ANGSTROEM)
Rb -0.7805 -2.7050 1.5318  0.86
C -2.8361 -2.8418 4.5274  -0.22
C -2.6089 -4.1339 3.9976  -0.24
C -3.2528 -4.2137 2.7570  -0.29
C -3.8955 -2.9882 2.5151  -0.26
C -3.6672 -2.1605 3.6297  -0.23
H -2.3518 -2.4274 5.4087  0.06
H -1.9836 -4.8918 4.4353  0.06
H -3.2086 -5.0419 2.0634  0.07
H -4.3896 -2.7051 1.5939  0.07
H -4.0332 -1.1551 3.7656  0.06
C 6.6470 -1.4798 -4.1948  -0.07
C 5.3736 -1.5561 -3.3686  -0.26
C 4.1143 -1.7804 -3.9479  -0.04
C 2.9584 -1.8619 -3.1887  -0.06
C 3.0814 -1.6746 -1.8354  -0.35
C 4.2962 -1.4044 -1.1918  -0.06
C 5.4378 -1.3746 -1.9671  -0.05
S 1.6204 -1.5476 -0.8373  0.97
O 0.5723 -2.4414 -1.4181  -0.52
C 1.3677 0.2062 -1.1348  -0.28
C 2.1342 1.0640 -0.3144  -0.05
C 1.9647 2.4175 -0.3770  -0.01
C 1.0262 2.9847 -1.2794  -0.16
C 0.7692 4.3781 -1.3210  -0.05
C -0.2059 4.9127 -2.1359  -0.11
C -0.9454 4.0620 -2.9733  -0.10
C -0.6815 2.7135 -3.0024  -0.02
C 0.2923 2.1223 -2.1558  -0.11
C 0.5162 0.6869 -2.1033  -0.13
C -0.1745 -0.1602 -3.1257  -0.13
C 0.1912 -0.0297 -4.5070  -0.11
C 1.3357 0.6876 -4.9463  -0.02
C 1.6571 0.7451 -6.2849  -0.09
C 0.8836 0.0780 -7.2536  -0.10
C -0.2264 -0.6529 -6.8660  -0.05
C -0.5782 -0.7541 -5.4936  -0.15
C -1.6937 -1.5330 -5.0607  -0.02
C -2.0120 -1.6519 -3.7286  -0.05
C -1.2315 -0.9979 -2.7791  -0.30
S -1.7359 -1.1018 -1.0908  0.95
O -2.7223 -2.2320 -1.0121  -0.50
C -2.6135 0.4193 -0.8757  -0.34
C -2.0579 1.3749 -0.0329  -0.05
C -2.7483 2.5681 0.1293  -0.03
C -3.9944 2.7596 -0.4973  -0.26
C -4.8089 4.0215 -0.2429  -0.06
C -4.4962 1.7534 -1.3475  -0.04
C -3.7980 0.5804 -1.5533  -0.06
H 6.4195 -1.3440 -5.2581  0.07
H 7.2423 -2.3944 -4.0847  0.08
H 7.2761 -0.6485 -3.8774  0.07
H 4.0723 -1.8868 -5.0287  0.10
H 1.9757 -2.0663 -3.6032  0.12
H 4.3209 -1.2014 -0.1038  0.12
H 6.4049 -1.1758 -1.4917  0.11
H 2.8014 0.6084 0.4086  0.10
H 2.5420 3.0840 0.2666  0.11
H 1.3653 5.0272 -0.6657  0.11
H -0.4133 5.9856 -2.1315  0.09
H -1.6983 4.4840 -3.6424  0.10
H -1.2300 2.0807 -3.7081  0.12
H 1.9624 1.1952 -4.1964  0.13
H 2.5081 1.3630 -6.5987  0.10
H 1.1590 0.1492 -8.3003  0.09
H -0.8570 -1.1501 -7.6150  0.11
H -2.2738 -2.0748 -5.8079  0.11
H -2.8189 -2.3027 -3.3593  0.12
H -1.1040 1.1499 0.4634  0.11
H -2.3240 3.3700 0.7493  0.11
H -4.2081 4.7675 0.2965  0.07
H -5.7131 3.8124 0.3401  0.08
H -5.1103 4.4829 -1.1915  0.07
H -5.4566 1.9168 -1.8432  0.11
H -4.1204 -0.2051 -2.2406  0.12
F 0.2887 -0.5797 0.8612  -0.71
O 2.7483 -1.1737 2.1906  -0.15
H 1.8022 -0.9491 1.9313  0.00
H 2.8394 -2.1425 2.1172  -0.05
S 3.1925 -4.5684 1.1611  0.41
C 2.7201 -6.1263 1.0298  -1.07
N 2.3842 -7.2928 0.9104  -0.07
C 1.5377 -1.3077 5.8846  -0.04
N 0.5560 -0.2271 5.9905  -0.09
C 0.7310 0.7386 7.0855  -0.17
C -0.5865 1.4723 7.4045  -0.16
C -1.0826 2.1064 6.0967  -0.18
N -1.0645 1.1581 4.9752  -0.08
C -1.8998 1.5169 3.8273  -0.04
C -0.3184 -0.0196 4.9227  -0.44
O -0.4178 -0.8170 3.9798  -0.01
H 1.6250 -1.8679 6.8257  0.08
H 2.5300 -0.9331 5.5914  0.09
H 1.1924 -1.9923 5.0986  0.09
H 1.4953 1.4895 6.8209  0.12
H 1.0797 0.2183 7.9887  0.11
H -0.3957 2.2575 8.1444  0.10
H -1.3248 0.7594 7.8024  0.12
H -0.4359 2.9630 5.8658  0.11
H -2.1125 2.4715 6.2217  0.11
H -2.9637 1.6181 4.1068  0.09
H -1.7949 0.7125 3.0931  0.08
H -1.5548 2.4510 3.3858  0.08

* total charge: -2
* E_HOMO: -0.041 Ha
* E_LUMO: 3.579 eV



The lowest E_HOMO belongs to which entry?
C46H45FN10O3RbSe



What is the E_LUMO in the first record?
1.777 eV